Arrangement A

{"formula": "C3H4ClNS", "method": "ωB97M-V with the def2-TZVPD basis set", "homo_energy_ev": -8.63, "lumo_energy_ev": -0.006, "gap_ev": 8.6, "symbols": ["C", "C", "C", "H", "H", "H", "H", "N", "S", "Cl"], "xyz": [[0.84, -0.18, 0.05], [-0.69, 0.17, 0.06], [-1.57, -0.81, -0.05], [2.57, 0.92, -0.09], [1.18, 1.80, 0.21], [-1.11, 1.22, 0.05], [-1.22, -1.85, -0.06], [1.57, 0.92, -0.13], [1.71, -1.58, -0.02], [-3.27, -0.62, -0.03]], "lowdin_charge": [-0.862, -0.166, -0.620, 0.083, 0.105, 0.121, 0.065, 0.017, 0.614, 0.643]}

---

Arrangement B

{"formula": "C3H4ClNS", "method": "ωB97M-V with the def2-TZVPD basis set", "homo_energy_ev": -8.01, "lumo_energy_ev": 0.259, "gap_ev": 8.3, "symbols": ["C", "C", "C", "N", "S", "Cl", "H", "H", "H", "H"], "xyz": [[0.91, 1.82, -0.14], [-0.44, -0.70, 0.28], [-1.08, 2.51, -1.46], [-0.11, 2.23, -0.77], [1.25, 0.12, 0.32], [-2.63, 2.94, -0.77], [1.72, 2.59, -0.01], [-0.42, -1.15, -0.71], [-1.06, 0.12, 0.27], [-0.47, -1.34, 1.14]], "lowdin_charge": [-0.455, -0.305, -0.555, -0.155, 0.816, 0.512, 0.100, 0.034, -0.022, 0.030]}

---

Arrangement C

{"formula": "C3H4ClNS", "method": "ωB97M-V with the def2-TZVPD basis set", "homo_energy_ev": -9.80, "lumo_energy_ev": 0.398, "gap_ev": 10.2, "symbols": ["C", "C", "C", "H", "H", "H", "H", "N", "S", "Cl"], "xyz": [[0.31, -0.66, -0.33], [-0.77, 0.16, 0.52], [-0.71, 1.49, 0.22], [2.82, -0.85, -0.32], [0.00, -0.39, -1.42], [0.16, -1.72, -0.13], [-0.63, -0.17, 1.55], [-0.79, 2.57, -0.22], [1.97, 0.06, 0.13], [-2.36, -0.48, 0.01]], "lowdin_charge": [-0.532, -0.780, -0.360, -0.169, 0.108, 0.063, 0.105, 0.206, 0.705, 0.654]}

---

Relative energies in kcal/mol: arrangement A 0.0; arrangement B 47.0; arrangement C 7.8

---

Arrangement A

{"formula": "C6H12N3O2", "method": "ωB97M-V with the def2-TZVPD basis set", "homo_energy_ev": [-13.06, -13.02], "total_charge": 1, "lumo_energy_ev": [-5.655, -5.655], "gap_ev": [7.4, 7.4], "symbols": ["C", "C", "C", "C", "C", "C", "N", "N", "N", "O", "O", "H", "H", "H", "H", "H", "H", "H", "H", "H", "H", "H", "H"], "xyz": [[2.84, -0.30, -0.42], [-0.66, -0.29, 0.62], [2.07, 1.24, -2.18], [-4.09, 0.71, -0.11], [1.85, -1.57, 1.30], [-2.83, 0.41, 0.71], [1.69, -0.61, 0.27], [0.51, -0.32, -0.23], [2.88, 0.44, -1.57], [-0.68, -0.52, 1.79], [-1.71, 0.11, -0.10], [3.85, -0.65, -0.04], [1.14, 1.29, -1.71], [2.40, 1.70, -3.15], [-4.00, 1.79, -0.47], [-4.17, 0.06, -0.93], [-4.91, 0.64, 0.62], [2.61, -2.24, 0.97], [2.16, -1.14, 2.24], [0.84, -2.04, 1.35], [-2.96, -0.30, 1.51], [-2.62, 1.30, 1.45], [3.77, 0.28, -1.91]], "lowdin_charge": [-0.034, -0.522, 0.190, -0.049, 0.014, -0.250, -0.137, 0.172, 0.046, 0.126, 0.034, 0.181, 0.071, 0.146, 0.103, 0.055, 0.093, 0.097, 0.121, 0.123, 0.110, 0.165, 0.144]}

---

Arrangement B

{"formula": "C6H12N3O2", "method": "ωB97M-V with the def2-TZVPD basis set", "homo_energy_ev": -11.35, "total_charge": 1, "lumo_energy_ev": -3.024, "gap_ev": 8.3, "symbols": ["C", "C", "C", "C", "C", "C", "N", "N", "N", "O", "O", "H", "H", "H", "H", "H", "H", "H", "H", "H", "H", "H", "H"], "xyz": [[-0.06, 1.34, 0.96], [1.14, 0.62, 0.78], [-1.05, 1.53, 0.13], [1.41, -0.10, -0.37], [-2.16, -0.96, -0.19], [3.75, -0.25, 0.06], [-1.91, 1.98, -0.68], [-2.12, -1.99, 0.62], [0.47, -0.31, -1.32], [-3.34, -0.40, -0.35], [2.59, -0.63, -0.67], [-0.22, 1.76, 1.95], [1.86, 0.65, 1.57], [3.78, -0.73, 1.04], [3.80, 0.84, 0.18], [4.60, -0.59, -0.53], [-1.76, 2.83, -1.21], [-2.75, 1.43, -0.87], [-2.95, -2.38, 1.08], [-1.25, -2.48, 0.78], [-0.51, -0.44, -1.01], [0.78, -0.89, -2.08], [-4.09, -0.83, 0.13]], "lowdin_charge": [-0.048, -0.054, -0.067, -0.395, -0.263, -0.045, 0.221, 0.139, 0.171, 0.014, -0.033, 0.150, 0.101, 0.102, 0.103, 0.102, 0.163, 0.117, 0.124, 0.113, 0.027, 0.126, 0.131]}

---

Relative energies in kcal/mol: arrangement A 23.8; arrangement B 0.0

---

Arrangement A

{"formula": "C3H7NOS", "method": "ωB97M-V with the def2-TZVPD basis set", "homo_energy_ev": -9.05, "lumo_energy_ev": 0.774, "gap_ev": 9.8, "symbols": ["C", "C", "C", "N", "O", "S", "H", "H", "H", "H", "H", "H", "H"], "xyz": [[0.70, 0.09, 0.25], [-1.29, 1.34, -0.08], [0.01, 0.84, -0.75], [1.18, -0.16, 1.32], [0.88, -1.74, -0.79], [1.45, -2.72, 0.21], [-2.21, 1.58, -0.73], [-1.09, 2.34, 0.49], [-1.67, 0.69, 0.77], [0.65, 1.77, -1.12], [-0.22, 0.33, -1.68], [1.45, -1.46, 1.29], [0.18, -2.92, 0.82]], "lowdin_charge": [-0.263, -0.122, -0.226, 0.101, -0.749, 0.776, 0.088, 0.098, 0.087, 0.166, 0.102, -0.023, -0.034]}

---

Arrangement B

{"formula": "C3H7NOS", "method": "ωB97M-V with the def2-TZVPD basis set", "homo_energy_ev": -9.30, "lumo_energy_ev": 0.673, "gap_ev": 10.0, "symbols": ["C", "C", "C", "H", "H", "H", "H", "H", "H", "H", "N", "O", "S"], "xyz": [[1.89, -0.92, -0.06], [0.09, 0.67, -0.08], [-1.41, 0.99, -0.15], [2.08, -1.81, 0.58], [2.38, -0.07, 0.42], [2.34, -1.03, -1.07], [-0.23, -1.31, -0.30], [-1.65, 1.66, -1.00], [-1.60, 1.68, 0.71], [-2.63, -0.48, 1.25], [0.48, -0.61, -0.15], [0.83, 1.64, -0.03], [-2.56, -0.42, -0.13]], "lowdin_charge": [-0.067, -0.589, -0.476, 0.090, 0.081, 0.091, 0.079, 0.087, 0.092, -0.102, -0.013, 0.033, 0.695]}

---

Arrangement C

{"formula": "C3H7NOS", "method": "ωB97M-V with the def2-TZVPD basis set", "homo_energy_ev": -8.38, "lumo_energy_ev": 0.401, "gap_ev": 8.8, "symbols": ["C", "C", "C", "N", "O", "S", "H", "H", "H", "H", "H", "H", "H"], "xyz": [[4.55, -0.82, -0.15], [0.70, 1.09, -0.24], [4.31, 0.25, 0.36], [-1.77, 1.43, 0.37], [-4.08, -0.48, 0.34], [-0.68, 0.38, 0.25], [4.88, -1.66, -0.81], [-4.97, -0.68, 0.60], [1.00, 2.11, -0.09], [1.56, 0.45, -0.14], [4.02, 1.16, 0.74], [-2.80, 1.11, 0.40], [-3.73, -1.20, -0.23]], "lowdin_charge": [-0.010, -0.386, -0.016, -0.422, -0.079, 0.811, 0.046, 0.041, 0.015, -0.050, -0.004, -0.008, 0.062]}

---

Relative energies in kcal/mol: arrangement A 82.8; arrangement B 0.0; arrangement C 117.9

---

Arrangement A

{"formula": "C3H6N4S", "method": "ωB97M-V with the def2-TZVPD basis set", "homo_energy_ev": -8.98, "lumo_energy_ev": 0.053, "gap_ev": 9.0, "symbols": ["C", "C", "C", "H", "H", "H", "H", "H", "H", "N", "N", "N", "N", "S"], "xyz": [[2.52, 0.50, -0.50], [-0.81, -0.07, 0.34], [-0.88, -1.53, 0.56], [2.77, 0.23, -1.63], [3.46, 0.22, 0.21], [2.42, 1.62, -0.27], [1.24, -1.15, -0.18], [-1.79, 1.61, 0.67], [-4.34, -0.11, 0.03], [1.40, -0.17, 0.06], [0.24, 0.52, -0.02], [-2.09, 0.56, 0.66], [-0.84, -2.68, 0.82], [-3.30, 0.45, -0.75]], "lowdin_charge": [-0.146, -0.490, -0.159, 0.107, 0.111, 0.090, 0.113, 0.095, -0.125, -0.146, 0.069, -0.319, 0.159, 0.642]}

---

Arrangement B

{"formula": "C3H6N4S", "method": "ωB97M-V with the def2-TZVPD basis set", "homo_energy_ev": -8.10, "lumo_energy_ev": -0.136, "gap_ev": 8.0, "symbols": ["C", "C", "C", "H", "H", "H", "H", "H", "H", "N", "N", "N", "N", "S"], "xyz": [[1.30, 1.19, 0.13], [0.58, -1.55, 0.14], [-0.52, -0.43, -0.13], [-1.02, 2.41, -0.93], [-1.88, 1.96, 0.38], [1.60, 2.11, 0.57], [2.94, -1.59, 0.16], [0.36, -2.44, -0.40], [0.63, -1.63, 1.23], [-0.79, 1.99, 0.01], [-0.09, 0.86, 0.01], [2.31, 0.33, -0.05], [2.05, -1.00, -0.23], [-2.19, -0.71, 0.00]], "lowdin_charge": [-0.114, -0.090, -0.693, 0.115, 0.139, 0.099, 0.177, 0.085, 0.101, -0.013, -0.259, -0.023, -0.113, 0.588]}

---

Arrangement C

{"formula": "C3H6N4S", "method": "ωB97M-V with the def2-TZVPD basis set", "homo_energy_ev": -8.14, "lumo_energy_ev": 0.498, "gap_ev": 8.6, "symbols": ["C", "C", "C", "N", "N", "N", "N", "S", "H", "H", "H", "H", "H", "H"], "xyz": [[-2.20, -1.22, 0.59], [-1.60, 0.14, 0.07], [0.82, -0.53, 0.15], [-3.48, -1.09, 0.78], [-3.99, -0.04, 0.40], [0.03, 1.59, -0.95], [-0.33, 0.40, -0.22], [-2.96, 1.10, -0.23], [-1.49, -1.77, 1.04], [1.41, -0.61, -0.72], [1.46, -0.28, 1.05], [0.34, -1.47, 0.43], [-0.24, 1.40, -1.93], [-0.46, 2.47, -0.60]], "lowdin_charge": [-0.142, -0.511, 0.006, -0.139, -0.412, 0.035, -0.264, 0.986, 0.023, 0.063, 0.102, 0.060, 0.091, 0.102]}

---

Arrangement D

{"formula": "C3H6N4S", "method": "ωB97M-V with the def2-TZVPD basis set", "homo_energy_ev": -8.67, "lumo_energy_ev": 0.629, "gap_ev": 9.3, "symbols": ["C", "C", "C", "H", "H", "H", "H", "H", "H", "N", "N", "N", "N", "S"], "xyz": [[0.78, 1.59, -0.94], [-1.24, 0.21, -0.69], [-0.72, -0.91, 1.04], [0.43, 1.91, -1.94], [1.86, 1.40, -1.01], [0.61, 2.39, -0.20], [-1.76, 0.68, -1.53], [-1.63, -2.16, 2.05], [1.65, -2.07, 0.20], [0.11, 0.35, -0.62], [-1.79, -0.52, 0.21], [-0.70, -1.77, 1.97], [0.43, -0.19, 0.65], [1.98, -0.91, 0.80]], "lowdin_charge": [-0.066, -0.168, -0.556, 0.099, 0.068, 0.095, 0.139, 0.048, -0.121, -0.191, 0.136, 0.118, -0.415, 0.815]}

---

Relative energies in kcal/mol: arrangement A 38.5; arrangement B 53.6; arrangement C 47.9; arrangement D 0.0